C35H29BI2O6 as an isolated structure. Source: the Open Molecules 2025 dataset; level of theory: the ωB97M-V functional and the def2-TZVPD basis.

* charge: 0
* spin multiplicity: 1
* energy relative to the best compared isomer or geometry (same formula, charge and spin): 0.00 kJ/mol

Each line ends with the Löwdin charge.
Cartesian coordinates (Å):
C (-2.376, 0.780, -1.681)  0.03
C (-1.411, -0.141, -2.386)  -0.53
O (-0.726, 0.195, -3.308)  0.13
O (-1.305, -1.391, -1.832)  -0.07
C (-2.059, -2.442, -2.461)  -0.18
C (-3.285, -2.828, -1.617)  -0.16
B (-4.416, -3.535, -2.449)  -0.41
C (-5.752, -2.834, -2.945)  -0.77
I (-5.139, -1.391, -4.424)  0.95
C (-6.632, -2.241, -1.845)  -0.78
C (-6.289, -0.864, -1.305)  -0.19
I (-6.578, -3.731, -0.270)  0.95
H (-1.800, 1.558, -1.177)  0.09
H (-3.007, 1.259, -2.429)  0.09
H (-2.980, 0.256, -0.948)  0.07
H (-2.311, -2.129, -3.474)  0.08
H (-1.381, -3.291, -2.540)  0.13
H (-3.635, -1.944, -1.083)  0.08
H (-2.939, -3.527, -0.851)  0.11
H (-4.251, -4.664, -2.806)  0.08
H (-6.355, -3.518, -3.535)  0.05
H (-7.671, -2.268, -2.162)  0.07
H (-6.690, -0.719, -0.304)  0.06
H (-5.213, -0.705, -1.273)  0.04
H (-6.723, -0.103, -1.955)  0.07
C (3.237, -2.877, 1.433)  -0.05
C (2.308, -2.802, 0.402)  -0.04
C (1.027, -2.338, 0.649)  -0.01
C (0.673, -1.939, 1.934)  -0.09
C (1.606, -2.015, 2.970)  -0.08
C (2.888, -2.485, 2.715)  0.00
C (1.258, -1.592, 4.357)  -0.28
O (2.069, -1.648, 5.257)  0.11
C (-0.127, -1.091, 4.599)  -0.08
C (-0.490, -0.709, 5.885)  0.00
C (-1.766, -0.234, 6.131)  -0.06
C (-2.688, -0.135, 5.094)  -0.06
C (-2.332, -0.513, 3.811)  0.00
C (-1.053, -0.994, 3.559)  -0.09
C (-0.695, -1.400, 2.169)  -0.28
O (-1.484, -1.284, 1.254)  0.10
H (4.239, -3.236, 1.234)  0.11
H (2.587, -3.099, -0.601)  0.11
H (0.299, -2.254, -0.149)  0.11
H (3.597, -2.531, 3.531)  0.12
H (0.243, -0.791, 6.676)  0.12
H (-2.047, 0.061, 7.134)  0.11
H (-3.685, 0.238, 5.290)  0.11
H (-3.033, -0.447, 2.989)  0.12
C (6.776, 5.408, -2.106)  -0.06
C (6.458, 4.843, -3.337)  -0.06
C (5.416, 3.938, -3.438)  0.00
C (4.688, 3.589, -2.307)  -0.08
C (5.009, 4.152, -1.072)  -0.08
C (6.054, 5.064, -0.977)  0.00
C (4.255, 3.788, 0.162)  -0.28
O (4.526, 4.288, 1.233)  0.10
C (3.157, 2.787, 0.029)  -0.08
C (2.462, 2.405, 1.171)  0.00
C (1.436, 1.481, 1.075)  -0.04
C (1.096, 0.940, -0.160)  -0.05
C (1.785, 1.314, -1.303)  0.02
C (2.822, 2.237, -1.210)  -0.07
C (3.565, 2.614, -2.447)  -0.28
O (3.274, 2.145, -3.526)  0.11
H (7.590, 6.118, -2.031)  0.11
H (7.026, 5.113, -4.219)  0.11
H (5.149, 3.489, -4.386)  0.12
H (6.284, 5.489, -0.009)  0.12
H (2.741, 2.843, 2.120)  0.12
H (0.897, 1.180, 1.966)  0.11
H (0.296, 0.212, -0.222)  0.08
H (1.529, 0.899, -2.269)  0.11

C35H29Br4MoN3O9S as an isolated structure. Source: the Open Molecules 2025 dataset; level of theory: the ωB97M-V functional and the def2-TZVPD basis.

* ⟨S²⟩: 2.0208
* charge: 0
* spin multiplicity: 3
* energy relative to the best compared isomer or geometry (same formula, charge and spin): 0.00 kJ/mol

Each line ends with the Löwdin charge.
Cartesian coordinates (Å):
Mo (0.968, -0.721, -1.117)  1.81
Br (4.808, -5.971, -3.456)  0.72
C (4.138, -4.578, -2.382)  -0.75
C (4.610, -4.390, -1.080)  -0.75
Br (5.936, -5.524, -0.373)  0.73
C (4.101, -3.362, -0.286)  -0.65
Br (4.669, -3.032, 1.478)  0.77
C (3.113, -2.529, -0.793)  -0.41
O (2.555, -1.521, -0.136)  -0.28
C (2.660, -2.716, -2.100)  -0.37
O (1.732, -1.818, -2.501)  -0.26
C (3.154, -3.731, -2.897)  -0.65
Br (2.443, -3.898, -4.628)  0.79
C (-0.302, 4.513, 4.226)  -0.11
C (-0.072, 5.374, 2.993)  -0.30
S (0.810, 4.545, 1.700)  0.65
O (0.138, 3.302, 1.411)  -0.29
O (1.055, 5.496, 0.646)  -0.29
C (2.392, 4.141, 2.429)  -0.20
C (3.435, 3.776, 1.364)  -0.11
N (2.886, 2.949, 0.285)  0.05
C (2.404, 1.699, 0.462)  -0.30
N (1.823, 1.268, -0.647)  0.00
C (1.905, 2.268, -1.578)  0.01
C (2.572, 3.302, -1.018)  -0.13
N (2.943, 4.527, -1.680)  -0.33
O (2.375, 4.758, -2.721)  0.12
O (3.808, 5.221, -1.180)  0.08
C (2.428, 0.979, 1.757)  0.03
H (-1.039, 4.991, 4.869)  0.08
H (0.612, 4.389, 4.808)  0.07
H (-0.680, 3.530, 3.947)  0.08
H (0.475, 6.294, 3.199)  0.11
H (-1.011, 5.644, 2.504)  0.11
H (2.222, 3.334, 3.139)  0.09
H (2.738, 5.021, 2.972)  0.12
H (4.246, 3.222, 1.834)  0.14
H (3.843, 4.665, 0.906)  0.11
H (1.484, 2.190, -2.565)  0.14
H (3.380, 1.123, 2.270)  0.10
H (2.306, -0.086, 1.584)  0.07
H (1.613, 1.339, 2.387)  0.09
C (-2.327, -6.385, 1.915)  -0.10
C (-1.554, -5.587, 2.748)  -0.09
C (-0.833, -4.529, 2.218)  -0.04
C (-0.884, -4.234, 0.856)  -0.21
C (-1.653, -5.051, 0.027)  -0.03
C (-2.367, -6.116, 0.554)  -0.08
C (-0.098, -3.088, 0.346)  -0.06
C (-0.412, -2.265, -0.659)  -0.21
C (-1.674, -2.291, -1.427)  -0.28
C (-2.879, -1.998, -0.788)  -0.04
C (-4.065, -1.956, -1.505)  -0.08
C (-4.063, -2.209, -2.870)  -0.09
C (-2.866, -2.498, -3.513)  -0.08
C (-1.677, -2.527, -2.801)  -0.04
H (-2.886, -7.217, 2.323)  0.10
H (-1.506, -5.794, 3.809)  0.10
H (-0.220, -3.914, 2.869)  0.11
H (-1.684, -4.855, -1.035)  0.11
H (-2.953, -6.744, -0.105)  0.10
H (0.824, -2.904, 0.894)  0.10
H (-2.875, -1.809, 0.280)  0.12
H (-4.993, -1.728, -0.995)  0.10
H (-4.987, -2.176, -3.431)  0.10
H (-2.857, -2.693, -4.578)  0.10
H (-0.740, -2.734, -3.306)  0.10
O (-1.965, 2.607, -2.891)  0.09
C (-2.669, 2.527, -1.737)  -0.24
C (-3.801, 3.314, -1.532)  -0.02
C (-4.495, 3.248, -0.339)  -0.08
C (-4.072, 2.402, 0.680)  -0.08
C (-2.948, 1.625, 0.478)  -0.02
C (-2.242, 1.663, -0.724)  -0.07
C (-1.072, 0.776, -0.855)  -0.57
O (-0.548, 0.498, -1.985)  -0.11
O (-0.548, 0.247, 0.173)  -0.10
H (-2.381, 3.257, -3.465)  0.11
H (-4.129, 3.981, -2.321)  0.12
H (-5.374, 3.866, -0.203)  0.11
H (-4.613, 2.350, 1.614)  0.10
H (-2.588, 0.958, 1.249)  0.12

C35H29Cl5N4PSTb as an isolated structure in a non-equilibrium geometry. Source: the Open Molecules 2025 dataset; level of theory: the ωB97M-V functional and the def2-TZVPD basis.

* ⟨S²⟩: 12.6885
* charge: 0
* spin multiplicity: 7
* calculated total energy: -147896.7759 eV

Each line ends with the Löwdin charge.
Cartesian coordinates (Å):
Tb (1.662, 1.011, 0.242)  1.36
C (2.710, 4.787, -2.707)  -0.02
C (2.326, 3.420, -2.147)  -0.22
N (2.724, 2.975, -1.005)  -0.11
N (3.402, 3.861, -0.225)  -0.02
C (4.065, 3.271, 0.707)  -0.93
N (4.738, 4.004, 1.601)  0.07
S (4.246, 1.595, 1.036)  0.53
C (1.576, 2.345, -2.971)  -0.22
C (1.332, 2.558, -4.324)  -0.01
C (0.826, 1.530, -5.109)  -0.03
C (0.398, 0.387, -4.411)  -0.03
C (0.443, 0.405, -3.009)  -0.10
N (1.061, 1.348, -2.279)  0.00
H (3.246, 5.295, -1.942)  0.04
H (1.845, 5.395, -2.934)  0.08
H (3.405, 4.754, -3.580)  0.10
H (4.499, 4.976, 1.561)  0.10
H (5.089, 3.498, 2.366)  0.05
H (1.533, 3.465, -4.825)  0.10
H (0.718, 1.718, -6.169)  0.11
H (-0.028, -0.391, -5.039)  0.11
H (-0.020, -0.458, -2.458)  0.10
Cl (-1.262, 2.977, -0.488)  0.66
C (-0.979, 3.080, 1.249)  -0.72
C (-0.010, 2.250, 1.758)  -0.36
C (0.082, 2.040, 3.097)  -0.75
Cl (1.231, 0.985, 3.811)  0.70
C (-0.817, 2.662, 3.978)  -0.65
Cl (-0.833, 2.557, 5.758)  0.62
C (-1.703, 3.563, 3.444)  -0.73
Cl (-2.732, 4.447, 4.486)  0.68
C (-1.835, 3.797, 2.074)  -0.74
Cl (-2.997, 4.887, 1.471)  0.70
C (-2.936, -0.926, -1.581)  -0.06
C (-2.037, -2.094, -1.835)  -0.29
C (-2.317, -2.986, -2.891)  -0.04
C (-1.388, -3.950, -3.171)  -0.09
C (-0.179, -4.031, -2.513)  -0.09
C (0.071, -3.270, -1.414)  -0.10
C (-0.868, -2.266, -1.062)  -0.36
P (-0.576, -1.190, 0.358)  1.07
C (-2.042, -1.362, 1.370)  -0.35
C (-2.564, -0.105, 1.737)  -0.09
C (-3.810, 0.053, 2.329)  -0.05
C (-4.551, -1.116, 2.531)  -0.08
C (-4.078, -2.340, 2.134)  -0.02
C (-2.727, -2.520, 1.599)  -0.24
C (-2.231, -3.889, 1.266)  -0.02
C (0.714, -1.994, 1.318)  -0.35
C (0.561, -2.576, 2.570)  -0.14
C (1.599, -3.059, 3.286)  -0.09
C (2.943, -2.898, 2.776)  -0.07
C (3.124, -2.360, 1.540)  -0.06
C (2.013, -1.945, 0.740)  -0.40
C (2.288, -1.311, -0.522)  -0.29
H (-3.341, -0.772, -2.613)  0.09
H (-2.377, -0.005, -1.552)  0.05
H (-3.745, -1.003, -0.787)  0.11
H (-3.222, -2.824, -3.502)  0.12
H (-1.560, -4.585, -3.993)  0.09
H (0.565, -4.812, -2.747)  0.12
H (1.072, -3.363, -0.958)  0.11
H (-2.036, 0.796, 1.486)  0.06
H (-4.081, 1.031, 2.647)  0.10
H (-5.520, -0.974, 2.965)  0.10
H (-4.534, -3.190, 2.530)  0.09
H (-3.004, -4.571, 1.296)  0.05
H (-1.374, -4.236, 1.839)  0.08
H (-1.777, -3.894, 0.215)  0.10
H (-0.401, -2.759, 2.951)  0.08
H (1.490, -3.556, 4.301)  0.12
H (3.770, -3.060, 3.467)  0.10
H (4.100, -2.229, 1.085)  0.11
H (1.697, -1.564, -1.356)  -0.01
H (3.328, -1.287, -0.858)  0.05